1.
{
  "formula": "C5H11N3O",
  "method": "ωB97M-V with the def2-TZVPD basis set",
  "species": ["O", "N", "N", "N", "C", "C", "C", "C", "C", "H", "H", "H", "H", "H", "H", "H", "H", "H", "H", "H"],
  "positions_angstrom": [[-2.209602, 1.183404, -1.007282], [0.202945, -1.667354, 1.521962], [-1.478149, 1.237407, 1.139377], [-0.690269, -0.490122, -0.298079], [0.423547, -0.722210, 0.517027], [1.541387, 0.032137, 0.451467], [-1.420267, 0.818618, -0.163275], [1.614897, 1.258294, -0.369806], [-0.687482, -1.073624, -1.624199], [0.206416, -0.835508, -2.196258], [-1.558262, -0.691189, -2.156624], [0.577302, 1.472831, -0.789819], [2.340484, -0.145175, 1.156681], [-0.469176, -2.383053, 1.283225], [2.292138, 1.132467, -1.213999], [-0.777989, -2.159034, -1.538655], [1.903695, 2.128599, 0.216101], [-0.771551, 0.923646, 1.783156], [1.037577, -2.037278, 1.951307], [-2.077641, 2.017146, 1.337693]],
  "forces_ev_per_angstrom": [[0.902, 0.391, -0.224], [-0.085, -0.367, -0.069], [0.749, 0.018, -0.656], [-1.351, 2.488, -0.264], [1.175, 0.642, 0.639], [-0.901, -0.440, 0.489], [-1.243, -3.322, 0.834], [-1.378, 0.286, -1.068], [-0.313, -0.075, -0.069], [0.215, 0.073, -0.055], [0.076, -0.070, 0.036], [1.582, -0.033, 0.275], [0.124, -0.205, 0.084], [0.086, 0.055, -0.008], [0.119, 0.262, -0.068], [0.058, 0.029, -0.058], [0.171, 0.039, 0.003], [-0.138, 0.168, 0.144], [-0.029, -0.029, -0.014], [0.181, 0.090, 0.049]],
  "de_lowest_kj_mol": 61.9,
  "homo_lumo_gap_ev": 9.17,
  "multiplicity": 1,
  "energy_ev": -11881.1295,
  "smiles": "C/C=C(/N)N(C)C(N)=O",
  "lumo_ev": 0.96
}



2.
{
  "formula": "C27H69CaN2O11",
  "method": "ωB97M-V with the def2-TZVPD basis set",
  "species": ["Ca", "O", "O", "O", "O", "O", "O", "O", "O", "O", "O", "O", "N", "N", "C", "C", "C", "C", "C", "C", "C", "C", "C", "C", "C", "C", "C", "C", "C", "C", "C", "C", "C", "C", "C", "C", "C", "C", "C", "C", "C", "H", "H", "H", "H", "H", "H", "H", "H", "H", "H", "H", "H", "H", "H", "H", "H", "H", "H", "H", "H", "H", "H", "H", "H", "H", "H", "H", "H", "H", "H", "H", "H", "H", "H", "H", "H", "H", "H", "H", "H", "H", "H", "H", "H", "H", "H", "H", "H", "H", "H", "H", "H", "H", "H", "H", "H", "H", "H", "H", "H", "H", "H", "H", "H", "H", "H", "H", "H", "H"],
  "positions_angstrom": [[-0.084527, 1.729818, -0.682970], [-1.663538, -1.308710, 2.971747], [1.965465, 5.025907, 1.619576], [0.992779, -6.332155, 2.994151], [0.775732, 2.234890, -2.828449], [3.072356, -1.463642, -2.613358], [-0.832237, -0.246260, 0.368429], [2.456878, 1.502188, -0.052756], [-2.075091, 2.754449, 0.289792], [-2.971944, -3.598628, -4.523825], [0.564784, -0.575153, -1.257882], [-1.875564, 1.377625, -2.378400], [0.443323, 2.321591, 1.641736], [0.214331, 4.305957, -0.817285], [-0.709415, -6.130301, 4.673978], [4.192545, -2.233588, -0.576566], [0.473898, -5.465566, 4.010457], [-2.096925, -3.809875, -3.396393], [0.513682, 3.550879, -3.292168], [-3.065323, 0.615708, -2.135984], [-0.823543, 2.231521, 2.369660], [-0.026910, -1.022989, -0.247640], [1.603139, 4.867608, -0.843529], [-3.727428, -0.055575, 2.835190], [-3.496859, -2.330175, 1.743969], [2.963336, -3.817195, -2.130894], [-2.821758, -3.415427, -2.115864], [1.506630, 1.464365, 2.161886], [-0.836020, -3.004910, -3.650942], [2.774687, 1.679918, 1.322981], [1.453663, 1.448608, -3.802825], [2.524267, 5.855286, 2.654795], [1.955401, 5.697608, 0.389518], [3.800395, -2.527610, -2.031127], [0.124298, -2.465794, 0.220225], [-3.084122, -1.441859, 2.911312], [-0.294475, 4.264667, -2.208841], [-1.882785, 3.079739, 1.686869], [-3.176964, 3.466194, -0.260367], [0.038125, -4.140929, 3.360023], [3.617621, 1.585399, -0.848359], [4.359091, 0.809787, -0.638386], [-2.995397, -0.277024, -2.767921], [-0.602765, -2.620151, 1.011700], [1.217067, 0.412388, 2.085505], [-0.067500, -3.144839, -2.888262], [1.266396, 6.550725, 0.457244], [3.383536, 1.521486, -1.906920], [3.543447, 6.171158, 2.432872], [0.885115, -3.685608, 2.853343], [-1.514162, -6.220229, 3.939575], [1.246171, -5.260910, 4.752024], [-3.356060, 3.066440, -1.251330], [1.122790, -2.629350, 0.623568], [2.558838, -3.934881, -3.134731], [3.535590, 0.971024, 1.658397], [-1.816323, 1.519170, -3.326785], [-1.434994, -0.872816, 2.129181], [2.219916, -1.315780, -2.172581], [-1.318373, 3.887629, -2.167080], [-3.418401, -4.228697, -1.696785], [-3.415636, -1.797433, 0.793825], [4.714906, -2.570021, -2.625464], [4.562129, -3.154053, -0.127817], [-0.403481, -3.286830, -4.610921], [-2.959133, 4.539806, -0.289794], [-0.416701, 5.290462, -2.585568], [-0.994424, -1.921627, -3.649235], [2.432283, 5.247985, 3.550922], [2.937134, 6.132919, 0.167561], [3.350468, -1.789399, -0.036357], [-1.140711, 1.188119, 2.415025], [-2.851293, 2.992793, 2.181340], [-3.482435, -2.563596, -2.285381], [3.598361, -4.685985, -1.931385], [-3.212480, 0.350494, -1.095494], [2.495525, 1.791740, -3.843439], [-1.789640, -4.860005, -3.440176], [-4.048597, 3.343833, 0.386876], [-0.529165, -3.534732, 4.064896], [-0.756890, 2.497658, 3.431969], [4.952981, -1.450859, -0.515478], [-0.508107, -7.171336, 4.955234], [1.718425, 5.550739, -1.692909], [1.113207, 1.503152, -4.838884], [2.153002, -3.872724, -1.405113], [-2.119684, -3.128742, -1.330715], [-0.940038, -5.725757, 5.661626], [-2.923696, -3.256286, 1.704806], [2.352080, 4.089664, -1.003814], [-4.538161, -2.636714, 1.881487], [1.731100, 1.654514, 3.218292], [1.534884, 0.406207, -3.503859], [3.136283, 2.703093, 1.463462], [0.819261, 3.251195, 1.805204], [-0.069553, 3.535172, -4.214758], [-3.863898, -3.728113, -4.186428], [1.895997, 6.748499, 2.724832], [-0.337441, 5.012374, -0.342754], [0.285707, -6.401257, 2.341770], [1.451162, 4.090066, -3.459665], [-3.516169, 0.432175, 1.878250], [4.121161, 2.544330, -0.659804], [-3.354633, 0.576729, 3.640857], [-4.811625, -0.159861, 2.927728], [-0.046083, -3.124917, -0.626542], [-0.713241, -4.345517, 2.586205], [-3.975698, 1.083460, -2.529266], [-1.529349, 4.119440, 1.677047], [-3.403979, -1.903957, 3.849303]],
  "forces_ev_per_angstrom": [[0.155, -0.678, 0.040], [-0.223, 0.212, -0.251], [0.434, -0.311, -0.120], [0.230, 0.249, 0.273], [-0.234, -0.179, -0.906], [-0.039, 0.849, -0.328], [-0.041, -0.264, 0.653], [-0.237, -0.273, 0.100], [0.110, -0.539, 0.522], [0.062, 0.078, 0.352], [0.699, -0.322, -0.331], [-0.404, 0.317, 0.637], [0.169, 0.288, 0.753], [1.617, 0.122, -1.093], [0.252, -1.207, 0.539], [-0.031, 0.463, -0.453], [-0.632, 0.361, -0.519], [0.096, 0.369, -0.588], [0.033, 0.132, 1.381], [-0.548, -0.832, -1.500], [-0.444, -0.795, -0.131], [-0.610, 0.227, -0.255], [-0.216, -0.075, 0.628], [-0.259, -0.346, -0.022], [-0.535, -0.080, 0.262], [0.938, -0.259, -0.097], [0.266, -0.332, 0.449], [0.442, -0.619, -0.412], [0.277, 0.446, 0.018], [-0.691, 0.118, 0.529], [1.770, -0.320, -0.069], [-1.018, -0.264, -0.461], [-0.002, 0.474, -0.669], [-0.810, -0.136, 0.460], [-0.160, 0.938, 0.009], [0.163, 0.239, -0.060], [-0.976, 1.076, -0.460], [0.288, 0.469, -0.455], [0.204, 0.070, 0.545], [-0.394, -0.914, 0.091], [0.797, 0.451, -0.222], [-0.291, -0.182, 0.193], [0.064, -0.288, 0.543], [0.020, -0.269, -0.026], [-0.166, 0.065, -0.014], [-0.088, -0.365, 0.052], [-0.129, 0.062, -0.043], [-0.331, -0.091, 0.113], [0.121, -0.262, 0.024], [-0.025, 0.462, 0.345], [-0.422, 0.465, 0.442], [0.292, -0.258, -0.232], [-0.091, 0.098, -0.043], [0.064, -0.036, -0.111], [-0.029, 0.086, -0.025], [0.103, -0.014, -0.175], [0.166, -0.075, -0.012], [0.312, -0.180, 0.001], [0.038, -0.235, 0.313], [0.085, -0.315, -0.087], [-0.081, -0.016, -0.167], [0.117, -0.051, -0.030], [-0.109, -0.377, -0.077], [-0.051, 0.150, 0.348], [-0.032, 0.030, -0.017], [0.031, 0.017, -0.180], [0.090, 0.036, -0.034], [-0.337, -0.050, -0.138], [0.307, 0.270, 0.165], [0.116, -0.021, 0.168], [-0.210, -0.522, 0.092], [0.029, -0.012, -0.313], [0.090, 0.085, 0.208], [0.071, 0.040, -0.126], [-0.030, 0.010, -0.023], [0.486, 0.163, 0.122], [-0.037, 0.090, -0.075], [-0.217, -0.077, 0.497], [-0.129, -0.135, -0.180], [0.591, 0.481, 0.062], [0.085, 0.440, -0.091], [0.249, -0.247, -0.167], [0.477, 0.028, -0.351], [-0.069, 0.153, 0.056], [-0.761, 0.270, 0.251], [-0.069, 0.335, 0.058], [0.010, 0.009, -0.033], [-0.591, 0.658, -0.448], [0.203, 0.111, 0.038], [-0.212, -0.258, 0.164], [-0.032, 0.120, -0.156], [0.034, 0.067, -0.029], [-0.494, 0.068, 0.264], [0.151, 0.025, 0.043], [-0.187, 0.421, -0.448], [0.009, 0.024, -0.049], [-0.067, -0.083, -0.281], [0.104, 0.057, 0.290], [-0.259, -0.240, 0.144], [0.140, -0.130, -0.054], [0.063, -0.151, -0.192], [0.087, -0.075, -0.051], [-0.047, 0.024, -0.066], [-0.050, -0.019, 0.065], [0.019, 0.169, 0.014], [0.095, -0.122, 0.039], [0.107, -0.257, -0.081], [0.187, 0.543, 0.322], [-0.278, 0.138, 0.370], [0.210, -0.058, -0.022]],
  "de_lowest_kj_mol": 0.0,
  "homo_lumo_gap_ev": 9.31,
  "multiplicity": 1,
  "total_charge": 1,
  "energy_ev": -73057.1844,
  "lumo_ev": -2.19
}



3.
{
  "formula": "C13H15N6O2Pt",
  "method": "ωB97M-V with the def2-TZVPD basis set",
  "species": ["Pt", "O", "O", "N", "N", "N", "N", "N", "N", "C", "C", "C", "C", "C", "C", "C", "C", "C", "C", "C", "C", "C", "H", "H", "H", "H", "H", "H", "H", "H", "H", "H", "H", "H", "H", "H", "H"],
  "positions_angstrom": [[0.165054, -0.303932, 1.424903], [-1.924331, 0.295604, -0.752532], [-2.408343, 2.360148, -0.373452], [1.129980, -2.066410, 1.978312], [-0.528285, 3.783189, 0.683450], [1.676409, 1.221268, 1.851946], [-0.700663, 1.401164, 0.753543], [1.053406, 2.481025, 1.705656], [-1.757556, 1.365457, -0.204237], [-1.213794, -2.693780, 0.272327], [2.553901, -4.357872, -0.578707], [1.227494, -2.925638, 0.817584], [-2.409831, -3.292443, -0.244056], [-3.609512, -2.905895, 0.243914], [-0.101219, 2.589274, 1.011492], [1.441969, -4.727821, -1.341889], [0.217175, -4.215705, -1.021925], [2.438757, -3.464985, 0.501524], [-1.341272, -1.457389, 1.128853], [-3.706225, -1.854187, 1.232505], [-2.603814, -1.169157, 1.665982], [0.044098, -3.256103, 0.043261], [-1.438284, 3.897018, 0.255308], [-4.691714, -1.591258, 1.601631], [-2.378111, -4.144577, -0.904798], [0.049326, 4.602376, 0.814301], [-0.631040, -4.481456, -1.633878], [1.556801, -5.412826, -2.170997], [3.526104, -4.781413, -0.805220], [1.571836, 3.302106, 1.989126], [2.483834, 1.175512, 1.227268], [-4.511880, -3.414971, -0.070401], [2.021761, 1.163637, 2.810246], [2.060907, -1.924211, 2.367852], [-2.707977, -0.347267, 2.362635], [3.319128, -3.246865, 1.094632], [0.594810, -2.524117, 2.719842]],
  "forces_ev_per_angstrom": [[0.265, 0.335, 0.046], [0.176, 0.345, 0.304], [0.001, -0.008, -0.004], [-0.057, -0.042, -0.027], [0.022, 0.016, -0.063], [0.050, 0.027, -0.083], [-0.161, -0.026, -0.187], [0.063, 0.068, 0.038], [-0.068, -0.404, -0.220], [0.294, 0.154, -0.053], [0.019, -0.025, -0.030], [0.169, -0.065, 0.080], [-0.173, -0.064, 0.029], [0.007, -0.008, 0.004], [-0.031, -0.058, 0.140], [-0.074, 0.000, -0.005], [0.050, -0.050, -0.086], [-0.046, 0.078, 0.043], [-0.463, -0.259, -0.055], [-0.083, -0.024, -0.026], [0.177, 0.008, 0.062], [-0.110, -0.033, 0.050], [0.017, 0.000, 0.030], [0.013, 0.016, 0.023], [0.061, 0.033, -0.037], [-0.005, -0.006, 0.024], [0.014, -0.013, 0.000], [-0.020, -0.001, -0.004], [0.003, 0.003, -0.004], [0.014, -0.014, -0.018], [0.028, 0.030, 0.016], [-0.021, 0.024, 0.014], [-0.053, -0.044, 0.010], [0.010, 0.001, -0.016], [-0.067, -0.006, -0.013], [-0.010, 0.006, 0.012], [-0.012, 0.004, 0.009]],
  "de_lowest_kj_mol": 0.0,
  "homo_lumo_gap_ev": [5.78, 5.76],
  "multiplicity": 1,
  "total_charge": 3,
  "energy_ev": -29973.5193,
  "lumo_ev": [-13.72, -13.67]
}